# 1
Computed, not measured: a molecular structure, C35H42Cl2N2O3SbSn, with ωB97M-V with the def2-TZVPD basis set.

The geometry in XYZ format:
```
86
Properties=species:S:1:pos:R:3:forces:R:3
C -0.98022 -4.85967 -0.69852 0.158 -0.105 -0.228
H -0.71787 -0.39507 -4.33732 -0.339 0.210 0.126
H 1.03102 4.79244 4.24732 -0.230 -0.199 -0.004
C -3.05347 -0.99218 2.85793 -0.412 -0.274 0.006
C -1.42317 -2.68244 3.44348 -0.485 -0.129 -0.095
O 2.25168 -0.57684 -0.73831 1.873 -0.181 -1.170
H 3.97386 0.98730 0.20636 -0.094 0.106 -0.157
H 1.34477 -5.80477 -1.88666 -0.037 0.099 -0.119
H -1.55650 -5.57064 -1.29814 -0.022 0.091 0.080
H -3.73611 -0.98999 -2.78578 0.418 0.041 0.022
H -1.59192 1.11086 -5.93359 0.222 0.360 0.032
C 1.74756 -0.61210 3.49179 -1.008 -0.073 0.338
H 2.82827 -0.90429 1.63405 -0.054 0.059 0.303
H 1.26644 2.77869 2.80887 -0.242 -0.049 0.190
H 3.28426 0.96345 -3.91823 0.040 0.227 0.176
H -0.38800 -2.98940 3.61098 -0.254 0.100 -0.055
H 5.14768 -1.34220 5.25631 -0.279 0.060 -0.122
H -0.46926 -5.41911 0.09564 -0.059 0.129 -0.084
C -0.77658 4.08690 5.21173 0.001 -0.225 -0.101
C 0.67671 3.88865 -4.41180 -0.411 -0.343 0.002
H 3.10366 -0.88270 6.61012 -0.012 0.011 -0.314
H 2.80949 -0.77178 -2.71526 -0.232 0.304 0.316
C -0.95889 1.90781 -5.52384 0.107 0.197 0.270
H -2.22078 -4.63786 3.92230 -0.083 0.347 -0.081
C -2.45725 -3.61224 3.62054 -0.072 0.053 -0.047
H 1.07595 -2.53743 -2.12492 -0.225 0.086 0.086
H -4.82071 1.91793 -2.95189 0.379 -0.078 0.106
H 0.12567 -5.57465 -3.16592 0.138 0.074 0.071
N -0.00010 -4.21490 -1.56964 0.260 -0.629 -0.250
C 1.82037 -0.61330 4.88587 0.791 -0.179 0.212
C -0.74173 3.10030 -6.21748 0.045 -0.049 0.148
Sn -0.18019 0.15542 -0.69919 0.445 0.738 -0.616
C -0.46511 1.78814 3.65924 -0.017 -0.855 -0.054
C -3.79083 -3.23863 3.40628 0.205 0.252 -0.074
H 1.48255 -4.42295 -3.01381 -0.088 -0.172 0.058
H -1.64441 -4.12044 -0.25138 0.191 0.007 -0.123
C 3.04549 -0.88178 5.51804 -0.138 0.032 0.029
C 4.19366 -1.14309 4.76404 -0.350 0.058 -0.331
H -4.62244 0.59166 -1.79598 0.258 0.169 0.003
C 3.85289 1.51054 -3.15815 0.246 -0.331 0.083
C -2.73914 1.44604 -2.54057 0.036 -0.747 -0.438
H 1.33307 4.63933 -3.96248 -0.288 -0.144 -0.205
Cl 1.00985 2.33062 -0.26657 0.571 1.153 0.368
H -2.51542 -1.55552 -1.64004 -0.006 0.123 -0.310
C 0.08753 4.08517 -5.66370 -0.018 0.008 -0.067
H -1.22446 3.25936 -7.18672 0.233 -0.006 0.291
C 4.20468 1.55429 -0.69587 -0.306 0.303 -0.198
H -2.56233 3.13210 5.97904 0.228 -0.009 -0.146
C 2.86756 -0.20419 -1.76599 -1.190 -0.194 0.974
Cl -2.34296 1.10975 0.43855 -1.174 0.616 1.142
H -3.32358 0.01421 2.54148 0.282 -0.213 0.015
C 0.44738 2.83677 3.53009 -0.072 0.335 0.318
C -4.18295 1.53737 -2.13037 -0.225 0.140 0.146
C -1.70860 3.04453 5.30456 0.204 0.031 -0.182
H 0.80326 2.57203 -2.68679 -0.113 0.036 -0.577
H -5.11011 -1.59757 2.85178 0.205 -0.183 0.071
C 0.39960 2.71796 -3.69869 0.217 -0.103 0.154
H -4.28618 2.25073 -1.30167 0.048 -0.181 -0.107
C -0.60538 0.38064 -3.54926 -0.206 0.071 1.106
C -1.72370 -1.37614 3.03967 0.725 0.282 0.605
C -2.64806 -1.04895 -2.60859 -0.315 -0.164 0.481
H 3.53152 2.56118 -3.15382 -0.041 -0.298 0.020
C -1.99564 0.31756 -2.66169 0.085 0.990 -2.586
C 2.88330 -0.89302 2.72746 0.281 -0.037 0.202
O -0.42481 -2.15341 -0.73885 1.766 -3.385 -1.698
C 0.78434 -5.05494 -2.45921 -0.151 -0.085 0.167
H 0.26102 5.01654 -6.20439 -0.015 -0.229 0.064
C 4.10694 -1.14905 3.36534 -0.173 0.020 0.160
H 5.29199 1.61321 -0.83469 -0.065 -0.099 -0.025
O 0.52543 0.09792 -2.80074 -0.245 -0.440 -0.195
C 0.30302 3.98254 4.32496 -0.239 -0.276 -0.030
C 0.25856 -2.91624 -1.49617 -1.975 2.026 2.090
H -2.22974 -1.68436 -3.39627 0.060 -0.028 0.144
H -0.89341 4.98288 5.82889 0.027 -0.305 -0.218
H -2.27395 1.07280 4.61813 0.255 0.229 -0.032
H 4.99898 -1.35406 2.76991 -0.238 0.049 0.128
H 0.93558 -0.40012 5.49316 0.285 -0.034 -0.212
H -4.59672 -3.96498 3.53460 0.257 0.187 -0.027
C -0.39056 1.70829 -4.25684 -0.431 0.216 -0.566
N 3.61194 0.90565 -1.85759 0.379 -0.134 0.022
H 3.80884 2.57133 -0.60161 0.000 -0.214 0.154
H 4.92268 1.46524 -3.40398 -0.085 0.111 -0.027
H -2.31450 2.39816 -2.85564 0.163 -0.131 0.247
Sb -0.11990 -0.00460 2.45987 0.272 0.454 -0.302
C -4.08348 -1.92233 3.02518 0.309 -0.209 0.169
C -1.54793 1.88565 4.53105 0.047 0.529 0.277
```
Forces are in eV/Å.

- HOMO energy (eV) = -2.6
- maximum force (eV/A) = 4.2
- HOMO-LUMO gap (eV) = 4.912
- net charge = -1

Here are the Mulliken charges for atoms 1 to 4, given in e: number 1, C, carries -0.944; number 2, H, carries 0.284; number 3, H, carries 0.353; number 4, C, carries -0.465

# 2
Computed, not measured: 2 unconnected molecules or ions with the total composition C4H10ClNSi2, with ωB97M-V with the def2-TZVPD basis set.

The geometry in XYZ format:
```
18
Properties=species:S:1:pos:R:3:forces:R:3
C -0.39365 0.77825 3.14602 -0.625 0.308 -1.494
Cl -0.32518 2.00732 0.19871 -0.591 0.262 -0.031
H 0.39263 -3.24719 -2.87574 1.103 -1.237 -0.362
C -0.19886 -1.27406 -2.96170 -1.103 0.149 0.595
H -2.63111 0.38443 1.38501 0.919 0.772 -0.040
H -1.05137 -0.54574 -2.88901 0.442 -0.982 -0.796
H 2.29744 -0.62869 -3.65465 0.223 0.068 -0.002
C -0.35926 -2.59359 -3.19333 -2.673 2.052 -0.041
H -0.82217 -0.15948 3.55421 0.555 0.773 0.429
H -2.37308 2.61465 2.33973 0.363 -0.226 -0.578
C 0.82255 1.25782 3.47040 -2.253 -3.759 2.128
N 1.99972 0.16253 -1.17577 -0.557 0.238 -0.187
H 1.33349 1.97570 2.98627 1.270 2.730 -1.683
H 1.51016 0.46643 -0.32623 0.334 -0.553 -0.704
Si 1.39142 -0.47718 -2.51176 0.913 -0.082 0.832
H 1.37888 0.77570 4.29583 -0.276 0.218 -0.517
Si -1.59346 1.47425 1.73617 0.445 -0.929 1.857
H -1.37817 -2.97115 -3.52416 1.510 0.198 0.596
```
Forces are in eV/Å.

- HOMO energy (eV) = -9.2
- structure (SMILES) = [H]/N=[SiH]\C=C.C=C[SiH2]Cl
- energy relative to the best compared isomer or geometry (same formula, charge and spin) (kJ/mol) = 243.7
- maximum force (eV/A) = 4.9
- HOMO-LUMO gap (eV) = 9.376

Here are the Mulliken charges for atoms 1 to 4, given in e: number 1, C, carries -0.331; number 2, Cl, carries -0.240; number 3, H, carries 0.258; number 4, C, carries -0.230

# 3
Computed, not measured: C5H12BNO3 in the gas phase, with ωB97M-V with the def2-TZVPD basis set.

The geometry in XYZ format:
```
22
Properties=species:S:1:pos:R:3:forces:R:3
H 2.08653 1.69683 -1.15642 0.011 -0.061 0.885
C -2.65369 0.56373 -1.07314 0.678 0.423 1.289
H 4.55386 -0.09097 0.52462 -0.889 -0.262 -1.159
H -2.35116 1.64166 -1.30733 -0.489 -1.545 0.049
H -0.49897 0.84354 0.78578 -1.061 -1.000 0.389
N -0.80635 -1.29762 0.83617 1.801 0.799 -1.062
C -1.26894 0.08628 1.15252 -0.370 1.064 1.146
H -1.81034 -0.10528 -1.42486 -1.261 0.604 -0.042
H -2.98133 1.51109 0.89828 0.573 -1.551 -0.137
H 3.68260 -1.40748 -0.48847 0.427 1.572 0.280
C 3.78698 -0.28297 -0.29570 -0.873 -0.064 -0.195
H -3.66258 0.33016 -1.52422 1.337 0.173 0.376
O 1.54823 -0.72702 0.98457 -1.812 1.080 -1.510
C -2.68673 0.46021 0.54572 -0.422 0.566 -0.560
H -1.49380 -1.84427 0.31041 0.656 0.279 0.013
H -1.29712 0.18652 2.29125 -0.095 -0.014 -1.505
H -3.53887 -0.21582 0.90751 1.421 0.646 -0.474
O 0.80057 -1.90315 -0.82023 -1.114 1.165 2.588
H 4.06971 0.24409 -1.26942 -0.032 -0.717 1.383
O 1.73486 1.44987 -0.27804 0.292 -2.252 0.154
B 2.28533 0.20165 0.15525 0.922 0.084 -0.602
C 0.50121 -1.34105 0.24575 0.301 -0.990 -1.306
```
Forces are in eV/Å.

- HOMO energy (eV) = -9.8
- structure (SMILES) = CCCNC(=O)OB(C)O
- energy relative to the best compared isomer or geometry (same formula, charge and spin) (kJ/mol) = 0.0
- maximum force (eV/A) = 3.0
- HOMO-LUMO gap (eV) = 10.311

Here are the Mulliken charges for atoms 1 to 4, given in e: number 1, H, carries 0.301; number 2, C, carries -0.779; number 3, H, carries 0.270; number 4, H, carries 0.243